1.
16
Properties=species:S:1:pos:R:3 method="wB97M-V/def2-TZVPD" relative_energy_kcal_mol=38.6 spin_multiplicity=1 gap_ha=0.2801
C 0.829 1.163 0.617
C -1.551 2.241 1.881
N 0.108 -1.928 -0.615
Si 0.704 -2.523 -2.073
Si -0.607 0.531 1.720
Cl 1.191 -0.919 -3.099
H 0.539 1.696 -0.382
H 1.384 1.828 1.195
H 1.393 0.258 0.323
H -0.889 2.891 2.486
H -1.559 2.474 0.850
H -2.693 2.359 2.098
H -0.063 -2.429 0.288
H -0.250 -0.965 -0.561
H 1.785 -3.443 -1.806
H -0.321 -3.235 -2.922

2.
14
Properties=species:S:1:pos:R:3 method="wB97M-V/def2-TZVPD" relative_energy_kcal_mol=19.0 spin_multiplicity=1 gap_ha=0.3372
C -0.364 0.563 -1.724
N -0.809 1.543 -0.764
C -0.317 1.642 0.599
H -0.572 0.874 -2.742
H 0.729 0.529 -1.720
H -0.817 -0.412 -1.492
H -1.781 1.805 -0.743
H 0.454 2.410 0.757
H 0.156 0.737 1.015
H -1.222 1.773 1.195
N 1.294 -3.291 1.624
H 0.778 -2.691 2.256
H 2.157 -2.789 1.474
H 0.793 -3.077 0.757

no.,lowest unoccupied orbital energy (eV),highest occupied orbital energy (eV),E (Ha)
1,-0.566,-8.2,-1176.10787
2,0.811,-8.4,-191.66704